Density functional theory data (ωB97M-V with the def2-TZVPD basis set) for a cluster of 2 separate species, C2H9N4O in total.

Structure (XYZ):
```
16
Properties=species:S:1:pos:R:3:forces:R:3
C -0.238 0.957 -1.073 0.706 -0.690 -0.077
C 0.165 -1.401 0.972 2.767 1.237 2.189
N 0.224 1.755 -2.139 -2.649 -1.156 1.211
N -1.473 0.338 -1.143 1.478 -0.680 -0.067
N 1.252 -1.493 1.708 -1.098 0.000 3.263
N 0.499 0.596 -0.084 1.278 0.362 0.382
O -0.939 -1.101 1.565 -1.610 -1.063 -3.049
H 0.400 -1.777 -0.003 -1.660 0.067 -0.829
H -0.619 2.219 -2.441 0.400 0.680 -1.001
H 1.006 2.354 -1.966 0.143 0.284 0.302
H -2.311 0.725 -1.419 -1.514 1.521 -1.290
H -1.688 -0.455 -0.564 0.621 0.247 0.374
H 2.195 -1.428 1.475 1.469 -0.386 -1.678
H 1.209 -1.341 2.728 -0.473 0.098 -0.816
H 1.424 1.063 -0.109 -0.654 -0.571 -0.029
H -1.103 -1.010 2.492 0.799 0.049 1.115
```
Forces are in eV/Å.

As for the energy above the lowest of the compared OMol25 structures with the same formula, charge and spin: 62.0 kcal per mole. The total charge is +1. For the HOMO-LUMO gap, the calculation gives 9.9 eV.

=====

Density functional theory data (ωB97M-V with the def2-TZVPD basis set) for a structure of composition C14H18ClN3O5PdS.

Structure (XYZ):
```
43
Properties=species:S:1:pos:R:3:forces:R:3
Pd 1.531 0.910 0.299 0.091 -0.137 -0.311
N -1.055 3.943 4.037 0.027 -0.005 0.002
C -0.233 2.943 3.469 -0.044 0.006 0.064
N -0.038 3.108 2.156 -0.113 0.084 -0.332
O 0.213 2.049 4.181 0.045 0.030 -0.009
H -1.032 4.827 3.549 -0.034 -0.012 -0.030
H -0.869 4.028 5.023 -0.014 -0.009 0.002
H -0.620 3.752 1.635 0.073 0.112 0.079
H 0.440 2.432 1.560 -0.082 -0.155 0.460
N -0.621 0.433 0.356 -0.005 0.099 0.101
S -0.014 -0.396 -0.875 0.268 -0.359 0.156
C 1.034 -1.764 -0.371 -0.077 -0.140 -0.247
C 2.202 -2.007 -1.095 -0.001 0.037 0.000
C 2.959 -3.130 -0.823 0.005 -0.017 -0.002
C 2.566 -4.021 0.177 0.015 0.011 -0.002
C 1.402 -3.779 0.889 -0.004 -0.014 0.012
C 0.624 -2.663 0.605 0.031 0.084 0.048
C -1.478 -1.567 -1.318 -0.105 0.204 -0.136
C -2.756 -1.023 -1.227 0.009 -0.038 0.076
C -3.851 -1.692 -1.758 -0.016 -0.032 0.027
C -3.682 -2.912 -2.399 -0.005 0.012 -0.018
C -2.406 -3.451 -2.513 -0.008 -0.014 0.026
C -1.312 -2.778 -1.986 -0.004 -0.006 0.009
H -0.925 -0.183 1.109 0.006 -0.028 -0.019
H 2.513 -1.285 -1.839 0.019 0.014 0.023
H 3.869 -3.309 -1.383 0.003 0.002 0.003
H 3.169 -4.895 0.396 0.000 0.000 0.002
H 1.083 -4.471 1.660 0.012 0.011 0.014
H -0.299 -2.486 1.144 -0.002 -0.002 -0.002
H -2.873 -0.065 -0.731 0.001 0.003 0.001
H -4.842 -1.259 -1.671 0.002 0.006 -0.009
H -4.536 -3.437 -2.813 -0.002 -0.004 0.006
H -2.263 -4.406 -3.008 0.004 0.008 -0.016
H -0.321 -3.209 -2.080 0.000 -0.001 -0.011
C 3.498 1.306 -0.272 0.014 -0.032 0.168
H 3.556 1.603 -1.327 -0.004 -0.027 -0.008
H 4.213 0.486 -0.108 -0.018 -0.022 -0.022
H 3.853 2.166 0.316 0.046 -0.003 -0.024
O -1.293 5.497 -1.800 -0.050 0.004 -0.062
Cl -0.530 5.233 -0.601 0.012 0.235 -0.110
O -1.449 5.166 0.531 -0.070 -0.032 0.114
O 0.398 6.318 -0.375 0.038 0.041 -0.006
O 0.175 3.988 -0.718 -0.065 0.085 -0.020
```
Forces are in eV/Å.

As for the energy above the lowest of the compared OMol25 structures with the same formula, charge and spin: 0.0 kcal per mole. The total charge is -2. For the HOMO-LUMO gap (alpha / beta), the calculation gives 4.7 / 4.7 eV.

=====

Density functional theory data (ωB97M-V with the def2-TZVPD basis set) for an isolated molecule of C21H22N2O8S.

Structure (XYZ):
```
54
Properties=species:S:1:pos:R:3:forces:R:3
C 3.649 1.311 -2.015 0.048 0.036 0.035
C 2.339 0.739 -1.581 -0.174 0.083 0.019
C 2.210 -0.618 -1.305 -0.165 0.003 -0.049
C 1.018 -1.146 -0.843 0.071 -0.141 -0.055
C -0.061 -0.306 -0.653 -0.642 -0.286 0.135
S -1.627 -0.984 -0.123 -0.134 -0.159 -0.480
O -1.394 -2.205 0.593 0.211 -0.163 -0.228
O -2.413 0.046 0.481 0.054 0.333 -0.148
N -2.399 -1.410 -1.540 0.230 0.151 0.950
C -2.804 -0.316 -2.392 -0.308 0.352 -0.360
C -3.792 -0.859 -3.428 0.081 0.235 0.240
O -3.220 -1.915 -4.164 0.049 0.015 -0.209
C -2.836 -2.975 -3.319 0.223 -0.074 0.260
C -1.815 -2.504 -2.281 0.080 -0.498 -0.320
C 0.026 1.042 -0.933 0.107 0.106 -0.133
C 1.229 1.570 -1.384 -0.134 -0.534 0.074
N 1.318 2.949 -1.698 -0.130 -0.185 -0.606
C 1.460 4.043 -0.913 -0.012 -0.108 0.293
O 1.485 5.151 -1.402 0.065 0.302 0.144
C 1.663 3.877 0.589 0.428 0.575 0.097
O 1.214 2.667 1.165 -0.315 0.079 0.102
C 2.140 1.717 1.404 0.502 -0.080 0.031
O 3.310 1.862 1.133 -0.152 0.016 0.055
C 1.554 0.501 1.989 0.090 -0.269 0.189
C 2.362 -0.627 2.086 -0.057 0.441 -0.032
C 1.872 -1.833 2.570 -0.318 -0.238 0.152
C 0.552 -1.861 2.957 -0.119 0.646 -0.118
C -0.261 -0.719 2.885 0.651 -0.278 0.034
C 0.210 0.471 2.399 -0.096 -0.231 0.212
O -1.491 -1.017 3.378 0.027 0.374 -0.007
C -1.485 -2.405 3.626 -1.097 -0.672 0.200
O -0.164 -2.891 3.469 0.520 -0.004 -0.062
H 4.309 0.532 -2.385 0.053 -0.045 -0.054
H 4.122 1.782 -1.153 0.065 0.070 -0.015
H 3.521 2.070 -2.783 0.065 0.014 -0.056
H 3.064 -1.265 -1.445 0.101 -0.077 -0.006
H 0.917 -2.192 -0.602 0.077 -0.160 0.033
H -3.272 0.437 -1.759 -0.059 0.093 -0.178
H -1.935 0.121 -2.911 -0.080 0.003 0.011
H -4.056 -0.089 -4.154 -0.016 -0.002 0.129
H -4.698 -1.209 -2.912 0.026 0.057 -0.039
H -2.406 -3.742 -3.966 -0.017 0.001 0.127
H -3.717 -3.379 -2.800 0.062 -0.023 -0.035
H -1.584 -3.295 -1.569 0.034 -0.119 -0.166
H -0.893 -2.185 -2.794 -0.055 -0.058 0.013
H -0.828 1.677 -0.760 -0.053 0.175 -0.005
H 1.281 3.180 -2.685 0.007 0.095 0.174
H 2.741 3.991 0.773 -0.283 0.057 -0.068
H 1.131 4.693 1.084 0.065 -0.150 -0.153
H 3.389 -0.546 1.766 0.084 0.007 -0.048
H 2.492 -2.712 2.640 0.091 -0.119 0.011
H -0.421 1.339 2.333 -0.109 0.109 -0.032
H -2.143 -2.910 2.902 0.208 0.153 0.161
H -1.825 -2.598 4.654 0.153 0.094 -0.219
```
Forces are in eV/Å.

As for the energy above the lowest of the compared OMol25 structures with the same formula, charge and spin: 0.0 kcal per mole. The total charge is 0. Its SMILES is Cc1ccc(S(=O)(=O)N2CCOCC2)cc1NC(=O)COC(=O)c1ccc2c(c1)OCO2. For the HOMO-LUMO gap, the calculation gives 8.8 eV.

=====

Density functional theory data (ωB97M-V with the def2-TZVPD basis set) for an isolated molecule of C4H10N2OS.

Structure (XYZ):
```
18
Properties=species:S:1:pos:R:3:forces:R:3
N 0.700 2.263 -0.463 -3.755 0.860 -2.025
C 0.497 1.142 0.415 -1.833 1.948 1.817
C -0.283 -0.078 -0.110 -2.710 -0.776 -2.549
C 0.606 -1.064 -0.847 2.232 -0.838 -0.670
S 1.168 -0.625 -2.594 -0.767 1.018 0.811
N -1.176 -0.915 0.786 -1.076 0.266 0.050
C -0.992 -1.449 2.036 1.099 2.584 0.335
O 0.048 -1.441 2.656 0.249 -0.583 -0.385
H 1.552 2.506 -0.925 0.250 -0.685 -0.258
H -0.204 2.474 -1.045 2.787 -0.314 1.387
H 0.047 1.658 1.342 -0.116 -1.541 -1.041
H 1.435 0.876 0.774 1.758 -1.046 0.545
H -1.144 0.228 -0.974 2.378 -0.192 2.329
H 1.576 -1.298 -0.268 -1.573 0.362 -0.763
H 0.107 -1.998 -1.082 -0.249 -0.006 0.725
H 0.164 0.294 -2.782 0.672 -0.562 -0.061
H -2.166 -1.034 0.504 1.248 0.529 -0.077
H -1.934 -1.539 2.576 -0.595 -1.026 -0.171
```
Forces are in eV/Å.

As for the energy above the lowest of the compared OMol25 structures with the same formula, charge and spin: 57.5 kcal per mole. The total charge is 0. Its SMILES is NC[C@@H](CS)NC=O. For the HOMO-LUMO gap, the calculation gives 9.3 eV.

=====

Density functional theory data (ωB97M-V with the def2-TZVPD basis set) for a structure of composition C20H41CrN2P3S.

Structure (XYZ):
```
68
Properties=species:S:1:pos:R:3:forces:R:3
Cr 1.509 -0.087 0.016 -2.702 0.103 0.109
P 0.062 1.761 1.279 -0.519 1.075 0.701
P -3.640 -1.953 -0.226 -0.004 0.074 -0.628
P 3.334 1.234 0.519 1.750 0.373 0.145
H 1.558 -0.928 -2.891 -0.705 0.606 1.190
C 2.083 -0.594 -1.972 1.480 -2.165 -0.685
C 2.344 -1.684 -1.053 0.930 0.574 -1.105
H 1.698 -2.570 -1.175 0.471 0.432 0.058
C -0.536 3.146 0.246 0.166 -0.071 -0.395
C -1.515 1.404 2.163 -0.119 -0.663 0.052
C 0.817 2.762 2.647 0.263 -0.263 -0.129
C -5.211 -2.695 -0.525 -0.721 -0.353 -0.118
C -3.224 -1.996 1.516 0.249 -0.194 0.574
C -3.666 -0.258 -0.845 0.025 0.139 -0.132
C 4.767 0.487 -0.318 0.156 -0.137 0.106
C 3.943 1.323 2.242 -0.110 -0.187 0.165
C 3.254 2.939 -0.110 -0.247 0.219 -0.181
H 2.850 0.092 -2.377 0.000 -0.236 1.022
H 3.364 -1.891 -0.672 -0.775 0.219 0.011
H -0.995 3.901 0.905 0.142 -0.251 -0.316
H -1.284 2.762 -0.462 0.176 0.237 0.112
H 0.296 3.595 -0.313 -0.317 0.017 0.113
H -1.600 2.083 3.024 -0.045 -0.247 -0.367
H -1.520 0.375 2.536 -0.096 0.130 0.037
H -2.388 1.553 1.513 0.300 -0.030 0.126
H 0.029 3.382 3.091 0.216 -0.091 -0.221
H 1.612 3.412 2.278 -0.097 -0.085 0.119
H 1.214 2.114 3.431 -0.017 0.215 -0.028
H -5.629 -3.119 0.399 0.050 -0.020 -0.407
H -5.072 -3.459 -1.300 -0.281 0.014 0.319
H -5.885 -1.929 -0.913 -0.120 -0.169 0.069
H -3.677 -1.111 2.007 0.187 -0.500 -0.244
H -2.133 -1.983 1.669 -0.358 0.110 -0.078
H -3.623 -2.918 1.983 0.151 0.468 -0.271
H -4.709 0.082 -0.948 0.420 0.010 0.244
H -3.201 -0.261 -1.839 -0.263 0.127 0.241
H -3.075 0.394 -0.184 -0.323 -0.148 -0.290
H 5.617 1.158 -0.119 -0.121 -0.409 -0.199
H 4.640 0.324 -1.399 0.060 0.253 0.459
H 4.933 -0.493 0.155 0.213 0.338 -0.122
H 4.985 1.681 2.236 -0.368 -0.050 -0.057
H 3.930 0.317 2.684 0.061 0.215 -0.151
H 3.340 1.980 2.878 0.194 -0.110 -0.262
H 4.231 3.265 -0.496 -0.227 -0.158 0.220
H 2.935 3.624 0.685 0.114 -0.129 -0.273
H 2.534 2.996 -0.936 0.183 0.074 0.127
C -0.924 -0.810 -2.636 0.364 -0.479 0.406
C -0.550 0.546 -2.843 -0.530 0.235 -0.457
C -0.946 1.177 -4.019 0.668 0.136 1.153
C -1.688 0.472 -4.969 -0.075 0.257 -0.482
C -1.920 -0.894 -4.825 -0.462 -0.501 -0.337
C -1.474 -1.549 -3.703 -0.348 -0.019 -0.093
S -0.820 -1.656 -1.152 2.110 1.364 -0.152
H -2.678 -2.621 -1.068 -1.010 0.047 0.977
H 0.075 1.039 -2.093 -0.485 0.095 -0.226
H -0.672 2.222 -4.174 -0.162 -0.332 -0.090
H -2.038 1.000 -5.856 0.036 -0.191 0.198
H -2.496 -1.451 -5.568 0.403 0.265 0.049
H -1.565 -2.622 -3.573 -0.250 0.088 -0.130
N 1.053 -2.604 1.706 0.037 0.495 0.847
C 0.740 -3.097 2.925 0.253 0.896 -0.211
C 0.745 -2.019 3.810 0.102 -0.170 -0.469
C 1.088 -0.891 3.056 -0.013 -1.274 -0.842
N 1.284 -1.256 1.755 -0.137 -0.274 0.089
H 1.147 -3.123 0.838 0.115 0.296 0.278
H 0.579 -4.154 3.079 -0.059 0.065 0.011
H 0.552 -2.053 4.865 -0.015 -0.041 0.155
H 1.208 0.126 3.416 0.038 -0.317 -0.335
```
Forces are in eV/Å.

As for the energy above the lowest of the compared OMol25 structures with the same formula, charge and spin: 13.0 kcal per mole. Its spin multiplicity is 4. The total charge is +3. For the HOMO-LUMO gap (alpha / beta), the calculation gives 7.1 / 6.2 eV.

=====

Density functional theory data (ωB97M-V with the def2-TZVPD basis set) for a structure of composition C9H19NPPt.

Structure (XYZ):
```
31
Properties=species:S:1:pos:R:3:forces:R:3
C -0.313 -3.337 -2.768 0.018 -0.737 -0.792
Pt -0.319 -1.596 -1.316 1.642 0.092 1.209
N -2.119 -1.243 -2.341 -1.156 1.027 -0.027
H 1.090 -2.261 -0.870 -0.441 0.401 0.141
H -0.945 -3.346 -1.829 0.211 -0.695 -0.547
H 0.515 -4.041 -2.666 -0.309 -0.020 -0.075
H 0.145 -2.327 -3.004 -0.023 -0.648 -0.503
H -0.990 -3.558 -3.604 0.219 -0.100 0.227
H -2.188 -0.286 -2.687 -0.193 0.015 -0.008
H -2.971 -1.431 -1.805 -0.065 0.054 -0.078
H -2.173 -1.839 -3.171 -0.194 -0.016 -0.147
C 2.002 0.522 -0.747 0.348 -0.273 -0.367
P 0.515 -0.111 0.095 -0.834 1.897 1.079
C 1.036 -1.084 1.575 -0.053 -0.281 -0.046
C -0.164 1.405 0.881 1.146 -1.934 -1.357
C 0.585 2.598 0.817 0.383 1.135 0.705
C 0.541 3.498 1.882 0.179 -0.358 -1.147
C -0.356 3.292 2.936 -0.265 0.133 0.834
C -1.263 2.223 2.878 0.014 -0.570 -0.594
C -1.191 1.289 1.841 -0.594 0.366 1.106
H 2.261 -0.223 -1.503 0.158 0.064 0.155
H 2.853 0.663 -0.072 -0.149 0.125 -0.004
H 1.788 1.450 -1.287 0.001 -0.241 0.208
H 2.034 -0.778 1.905 -0.153 0.062 0.023
H 0.315 -0.929 2.388 0.195 0.143 -0.187
H 1.037 -2.153 1.323 0.124 0.296 0.070
H 1.261 2.789 -0.018 -0.110 -0.039 0.470
H 1.240 4.338 1.899 -0.318 -0.111 -0.073
H -0.346 3.956 3.802 -0.080 -0.127 -0.242
H -2.002 2.082 3.668 0.108 0.111 -0.182
H -1.877 0.439 1.796 0.191 0.230 0.148
```
Forces are in eV/Å.

Its spin multiplicity is 3. The total charge is -1. For the HOMO-LUMO gap (alpha / beta), the calculation gives 2.8 / 8.3 eV.

=====

Density functional theory data (ωB97M-V with the def2-TZVPD basis set) for an isolated molecule of C5H6S2.

Structure (XYZ):
```
13
Properties=species:S:1:pos:R:3:forces:R:3
C 0.472 1.200 -0.694 -0.398 0.880 0.115
C 0.646 -0.156 -0.652 2.030 -2.488 0.600
C 0.308 2.396 -0.709 -0.808 1.173 0.275
C 2.882 0.289 1.033 -0.755 -1.608 -0.497
C -1.967 -0.994 0.447 0.699 1.071 0.224
S 2.227 -0.928 0.067 -0.838 2.194 0.868
S -0.530 -1.346 -0.789 -1.130 1.436 -0.935
H -0.036 3.422 -0.527 0.664 -1.047 -0.324
H 3.680 -0.231 1.624 -0.058 0.171 -0.739
H -2.750 -1.758 0.517 0.094 0.218 -0.763
H -1.468 -1.049 1.442 0.006 0.250 -0.801
H -2.326 0.071 0.277 0.311 -1.523 0.153
H -1.136 -0.917 -2.036 0.183 -0.726 1.826
```
Forces are in eV/Å.

As for the energy above the lowest of the compared OMol25 structures with the same formula, charge and spin: 154.0 kcal per mole. The total charge is 0. For the HOMO-LUMO gap, the calculation gives 7.5 eV.

=====

Density functional theory data (ωB97M-V with the def2-TZVPD basis set) for a cluster of 3 separate species, C3H11NO2 in total.

Structure (XYZ):
```
17
Properties=species:S:1:pos:R:3:forces:R:3
C 0.513 2.875 1.385 -0.493 0.331 1.258
C 0.936 1.969 0.284 0.990 -1.384 0.399
C 0.167 1.684 -0.760 -0.324 1.069 -0.080
N 0.394 0.994 -1.961 0.170 0.120 0.462
H -0.292 2.492 2.018 -0.370 -0.427 -0.354
H 1.262 3.026 2.203 -0.067 0.363 -1.270
H 0.104 3.793 0.961 0.407 0.339 0.370
H 1.885 1.471 0.479 0.041 -0.063 -0.460
H -0.737 2.287 -0.734 -0.338 -0.347 -0.548
H -0.417 0.646 -2.432 -0.438 0.138 -0.067
H 1.116 0.300 -1.969 0.532 0.079 0.186
O -1.392 -5.848 1.479 1.008 0.931 0.411
H -1.817 -4.981 1.468 -0.413 -0.235 -0.154
H -0.492 -5.561 1.749 -0.593 -0.705 -0.261
O -0.388 -2.063 -1.510 -0.223 -0.897 -0.071
H -0.984 -1.745 -0.827 0.198 0.335 -0.073
H 0.143 -1.339 -1.831 -0.088 0.356 0.251
```
Forces are in eV/Å.

As for the energy above the lowest of the compared OMol25 structures with the same formula, charge and spin: 26.7 kcal per mole. The total charge is 0. Its SMILES is C/C=C/N.O.O. For the HOMO-LUMO gap, the calculation gives 9.0 eV.

=====

| no. | E (eV) |
| --- | --- |
| 1 | -10220.5624 |
| 2 | -56347.1023 |
| 3 | -52329.2925 |
| 4 | -20171.4301 |
| 5 | -91480.7197 |
| 6 | -23663.6222 |
| 7 | -26945.2480 |
| 8 | -8873.3299 |